C6H8N2 in the gas phase. Source: the Open Molecules 2025 dataset; level of theory: the ωB97M-V functional and the def2-TZVPD basis.

```
16
Properties=species:S:1:pos:R:3
C 2.42678 -0.95071 -0.01050
C 1.40693 -0.06092 0.12937
C 1.40298 1.31832 -0.11741
N 0.34895 2.02904 0.10214
N -0.61014 1.08647 0.69341
C -1.06346 0.13955 -0.35441
C -2.51833 -0.34384 -0.07255
C 0.03445 -0.23845 0.61370
H 2.45822 -2.01798 0.21499
H 3.38666 -0.63853 -0.42503
H 2.27836 1.82481 -0.50707
H -0.94874 0.34233 -1.42772
H -2.75747 -0.73840 0.92586
H -2.57168 -1.28281 -0.65941
H -3.10111 0.44415 -0.57280
H -0.17239 -0.91302 1.46742
```

## Properties
Highest occupied orbital energy: -0.3179 Ha
Charge: 0
Orbital gap: 8.887 eV
Spin multiplicity: 1
ΔE to the lowest compared entry with this formula, charge and spin: 72.3 kcal per mole
SMILES string: C=C1C=NN2[C@H](C)[C@@H]12
Max |F|: 4.0 eV/Å
E_LUMO: 0.24 eV